1.
# C10H16O

A 2-piece molecular cluster, C10H16O overall (the ωB97M-V functional and the def2-TZVPD basis, the OMol25 dataset).

ORCA input file:
```
! RIJCOSX wB97M-V def2-TZVPD def2/J DEFGRID3
* xyz 0 1
C 1.30 -0.38 -1.82
C 0.03 -0.63 -1.06
C -1.05 -1.22 -1.72
C -2.09 -1.82 -1.04
C -2.09 -1.74 0.34
O -3.04 -2.43 1.09
C -1.01 -1.24 1.05
C 0.00 -0.60 0.33
H 1.97 0.23 -1.22
H 1.18 0.26 -2.71
H 1.82 -1.29 -2.09
H -1.07 -1.16 -2.80
H -2.91 -2.30 -1.56
H -3.92 -2.04 0.99
H -1.02 -1.34 2.12
H 0.75 -0.15 0.96
C 1.88 3.00 -0.43
C 1.95 2.19 0.91
C 2.63 2.97 2.02
H 0.96 2.78 -0.95
H 2.84 2.86 -0.92
H 1.88 4.06 -0.16
H 0.91 1.96 1.09
H 2.57 1.34 0.70
H 2.02 3.87 2.19
H 2.63 2.51 3.01
H 3.62 3.31 1.73
*
```

Computed properties:
orbital gap: 9.58 eV
LUMO: 0.91 eV
SMILES string: Cc1ccc(O)cc1.CCC



2.
# C10H16O

A 2-piece molecular cluster, C10H16O overall (the ωB97M-V functional and the def2-TZVPD basis, the OMol25 dataset).

ORCA input file:
```
! RIJCOSX wB97M-V def2-TZVPD def2/J DEFGRID3
* xyz 0 1
C -2.51 -1.41 -1.33
C -1.08 -1.38 -0.92
C -0.73 -1.42 0.39
C 0.58 -1.71 0.72
C 1.46 -1.98 -0.31
O 2.71 -2.26 0.12
C 1.13 -1.96 -1.69
C -0.19 -1.69 -1.98
H -2.66 -0.90 -2.30
H -3.22 -1.02 -0.59
H -2.81 -2.42 -1.70
H -1.42 -1.18 1.19
H 1.06 -1.89 1.75
H 3.33 -1.94 -0.50
H 1.90 -2.00 -2.46
H -0.64 -1.82 -2.92
C 0.62 2.59 2.35
C -0.27 2.24 1.20
C 0.35 2.50 -0.18
H 0.40 3.56 2.66
H 1.67 2.55 2.15
H 0.50 1.87 3.17
H -0.49 1.09 1.33
H -1.27 2.64 1.17
H 0.56 3.61 -0.07
H 1.29 1.93 -0.24
H -0.26 2.38 -1.04
*
```

Computed properties:
orbital gap: 9.12 eV
LUMO: 0.84 eV
SMILES string: Cc1ccc(O)cc1.CCC



3.
# C10H16O

A 2-piece molecular cluster, C10H16O overall (the ωB97M-V functional and the def2-TZVPD basis, the OMol25 dataset).

ORCA input file:
```
! RIJCOSX wB97M-V def2-TZVPD def2/J DEFGRID3
* xyz 0 1
C -1.42 -0.07 2.37
C -0.92 -0.74 1.17
C 0.48 -0.96 1.11
C 1.00 -1.67 -0.01
C 0.17 -1.87 -1.12
O 0.69 -2.37 -2.28
C -1.21 -1.64 -1.14
C -1.66 -0.99 -0.02
H -1.30 -0.62 3.32
H -2.52 -0.12 2.43
H -1.13 0.96 2.51
H 1.11 -0.95 2.01
H 2.04 -1.96 -0.13
H 1.56 -2.03 -2.50
H -1.71 -2.13 -1.97
H -2.72 -0.94 0.21
C 1.45 2.12 0.71
C 0.43 3.20 0.34
C 0.51 3.33 -1.19
H 1.44 1.30 -0.02
H 2.40 2.69 0.59
H 1.40 1.54 1.64
H 0.71 4.06 0.98
H -0.59 2.95 0.59
H 0.24 2.43 -1.74
H 1.49 3.46 -1.66
H -0.15 4.15 -1.53
*
```

Computed properties:
orbital gap: 9.22 eV
LUMO: 0.81 eV
SMILES string: Cc1ccc(O)cc1.CCC



4.
# C10H16O

A 2-piece molecular cluster, C10H16O overall (the ωB97M-V functional and the def2-TZVPD basis, the OMol25 dataset).

ORCA input file:
```
! RIJCOSX wB97M-V def2-TZVPD def2/J DEFGRID3
* xyz 0 1
C -2.28 -0.15 -1.69
C -1.07 0.72 -1.49
C -0.42 1.26 -2.58
C 0.69 2.10 -2.42
C 1.07 2.47 -1.15
O 2.09 3.38 -1.01
C 0.42 1.93 -0.04
C -0.67 1.09 -0.21
H -3.18 0.44 -1.85
H -2.47 -0.78 -0.80
H -2.19 -0.83 -2.53
H -0.72 1.13 -3.62
H 1.24 2.49 -3.26
H 2.49 3.32 -0.13
H 0.72 2.21 0.96
H -1.30 0.74 0.60
C 0.24 -0.92 2.65
C 1.11 -1.89 1.82
C 0.30 -3.07 1.29
H -0.81 -0.95 2.41
H 0.62 0.09 2.48
H 0.35 -1.11 3.72
H 1.55 -1.30 1.00
H 1.93 -2.25 2.41
H -0.32 -2.82 0.43
H 0.95 -3.87 0.92
H -0.33 -3.44 2.09
*
```

Computed properties:
orbital gap: 9.31 eV
LUMO: 0.84 eV
SMILES string: Cc1ccc(O)cc1.CCC



Stability check: which of them is most stable? 4.



1.
# C10H16O

A 2-piece molecular cluster, C10H16O overall (the ωB97M-V functional and the def2-TZVPD basis, the OMol25 dataset).

ORCA input file:
```
! RIJCOSX wB97M-V def2-TZVPD def2/J DEFGRID3
* xyz 0 1
C -0.44 -2.55 1.46
C -0.46 -1.97 0.07
C -1.38 -2.42 -0.87
C -1.40 -1.87 -2.15
C -0.37 -1.01 -2.51
O -0.38 -0.57 -3.82
C 0.57 -0.59 -1.59
C 0.40 -0.92 -0.26
H 0.22 -2.00 2.14
H -0.06 -3.58 1.44
H -1.43 -2.58 1.92
H -2.16 -3.11 -0.60
H -2.22 -2.01 -2.84
H 0.44 -0.10 -4.00
H 1.32 0.12 -1.94
H 1.02 -0.56 0.55
C 1.24 2.68 0.09
C 0.82 2.69 1.58
C -0.30 1.74 1.94
H 1.47 1.63 -0.11
H 0.42 3.02 -0.54
H 2.06 3.37 -0.07
H 0.63 3.73 1.83
H 1.72 2.47 2.16
H -1.20 1.89 1.34
H -0.49 1.80 3.01
H -0.02 0.70 1.75
*
```

Computed properties:
orbital gap: 9.22 eV
LUMO: 0.87 eV
SMILES string: Cc1ccc(O)cc1.CCC



2.
# C10H16O

A 2-piece molecular cluster, C10H16O overall (the ωB97M-V functional and the def2-TZVPD basis, the OMol25 dataset).

ORCA input file:
```
! RIJCOSX wB97M-V def2-TZVPD def2/J DEFGRID3
* xyz 0 1
C 2.50 0.13 -2.87
C 2.09 -0.43 -1.52
C 0.64 -0.63 -1.29
C -0.12 0.41 -0.76
C -1.41 0.27 -0.27
C -2.03 -0.92 -0.64
O -3.26 -1.18 -0.06
C -1.39 -1.92 -1.35
C -0.04 -1.85 -1.62
H 2.57 -0.77 -3.52
H 3.29 0.87 -2.84
H 1.64 0.58 -3.37
H 2.65 -1.31 -1.18
H 2.48 0.22 -0.69
H 0.38 1.35 -0.52
H -1.87 0.96 0.42
H -3.46 -0.76 0.76
H -1.97 -2.73 -1.76
H 0.42 -2.51 -2.33
C -0.89 1.78 2.89
C 0.11 0.81 3.43
H -0.80 2.16 1.87
H -1.89 1.39 3.06
H -0.94 2.77 3.39
H -0.26 -0.10 3.92
H 0.70 0.15 2.76
H 0.86 1.27 4.07
*
```

Computed properties:
orbital gap: 9.13 eV
LUMO: 0.81 eV
SMILES string: CCc1ccc(O)cc1.CC



3.
# C10H16O

A 2-piece molecular cluster, C10H16O overall (the ωB97M-V functional and the def2-TZVPD basis, the OMol25 dataset).

ORCA input file:
```
! RIJCOSX wB97M-V def2-TZVPD def2/J DEFGRID3
* xyz 0 1
C 1.65 -2.17 -1.35
C 1.33 -0.76 -1.37
C 1.93 0.20 -0.55
C 1.37 1.50 -0.34
C 0.21 1.81 -1.03
O -0.57 2.83 -0.61
C -0.37 0.85 -1.93
C 0.22 -0.37 -2.19
H 2.29 -2.49 -0.48
H 2.03 -2.53 -2.29
H 0.79 -2.82 -1.22
H 2.73 -0.20 0.10
H 1.62 2.22 0.46
H 0.01 3.54 -0.19
H -1.28 0.96 -2.52
H -0.25 -1.21 -2.87
C -0.99 -1.37 3.64
C -1.40 -0.51 2.50
C -2.39 -1.20 1.56
H 0.01 -1.74 3.54
H -1.58 -2.27 3.71
H -0.89 -0.78 4.62
H -1.82 0.59 2.75
H -0.47 0.05 1.85
H -2.07 -2.15 1.33
H -3.44 -1.16 1.89
H -2.37 -0.50 0.56
*
```

Computed properties:
orbital gap: 9.02 eV
LUMO: 0.80 eV
SMILES string: Cc1ccc(O)cc1.CCC



Stability check: which of them is most stable? 1.